{"formula": "C26H85N5O14", "method": "ωB97M-V/def2-TZVPD", "species": ["H", "O", "H", "H", "H", "H", "H", "N", "H", "C", "C", "H", "O", "H", "C", "O", "H", "H", "H", "C", "C", "N", "C", "O", "H", "C", "H", "H", "H", "H", "H", "O", "H", "H", "H", "H", "C", "H", "H", "C", "H", "H", "H", "H", "H", "H", "O", "H", "H", "C", "O", "H", "H", "H", "H", "C", "H", "C", "H", "H", "H", "O", "N", "H", "H", "H", "C", "H", "C", "H", "H", "C", "H", "H", "H", "H", "H", "H", "H", "H", "H", "H", "H", "H", "H", "C", "H", "H", "N", "H", "H", "C", "H", "O", "N", "C", "H", "H", "H", "H", "H", "C", "O", "H", "H", "O", "H", "C", "C", "H", "H", "O", "H", "H", "C", "H", "O", "O", "C", "C", "H", "H", "H", "H", "C", "H", "H", "H", "C", "H"], "xyz": [[1.844, 1.481, -4.278], [3.697, 1.158, -0.941], [0.127, -2.394, -1.188], [2.073, 4.985, -0.712], [-2.305, -1.779, 0.931], [-2.849, 0.378, 5.964], [-3.512, 2.715, -0.372], [3.062, -4.274, -4.199], [3.070, 2.289, 1.721], [-0.030, 0.616, -4.892], [-0.257, -3.868, -7.671], [0.372, -4.818, 1.280], [-0.364, -4.660, 1.871], [2.168, 3.302, 2.395], [0.452, -1.915, -0.264], [1.852, -0.240, 5.115], [4.309, -0.664, -1.388], [-2.288, 1.531, 4.785], [6.036, 2.180, -0.914], [-3.826, -5.284, -0.195], [-2.650, 1.438, 5.809], [-3.697, 2.584, 2.593], [-2.189, 5.088, -0.631], [0.117, -4.366, -6.400], [3.575, -3.555, -4.688], [2.466, -3.406, 3.322], [0.336, 1.492, 0.536], [1.611, 0.360, 1.007], [-3.824, 3.296, 1.887], [2.476, -4.482, 3.496], [-5.868, 3.278, 1.786], [-3.316, 5.125, 0.234], [-4.761, 0.949, 4.687], [1.445, -2.198, 0.088], [1.722, -2.996, -6.275], [-2.834, 1.926, -1.781], [-4.754, 2.025, 4.862], [1.659, 0.732, -1.260], [-2.601, 5.793, 1.992], [-0.233, 1.080, 2.908], [-3.573, -5.260, -1.254], [2.048, -4.641, -6.639], [-0.146, -2.359, 0.532], [4.027, -4.088, -0.472], [0.860, 2.512, -5.308], [-3.343, 7.114, 1.068], [-2.206, -3.523, 0.288], [3.813, 3.131, -1.295], [3.563, 2.137, -2.672], [-2.597, 2.595, -0.953], [-0.579, 1.051, -3.658], [-1.783, 2.015, -0.518], [3.515, -3.233, 3.083], [-2.806, 2.569, 3.068], [1.268, -5.259, -4.382], [2.662, 0.851, 5.665], [3.443, 0.334, 6.224], [1.038, -3.379, -3.532], [-0.798, -0.212, -0.691], [-4.461, 3.934, 3.882], [-0.879, 0.734, 3.715], [3.553, -3.769, -1.240], [1.162, -0.104, -1.532], [-4.380, 6.029, 1.878], [4.770, -1.314, -2.675], [1.958, -3.227, 2.374], [-4.743, 2.914, 3.622], [-0.164, 3.633, -1.886], [0.549, 0.451, 0.782], [-6.505, 1.919, 2.683], [2.956, -4.049, -3.220], [-3.527, -3.945, 0.335], [-1.137, 2.855, -2.819], [-3.296, -6.064, 0.351], [4.040, -2.994, -1.519], [1.543, 3.687, -0.141], [1.188, -3.631, -2.482], [2.429, -0.495, 3.217], [1.935, 1.428, 6.236], [-1.707, -4.196, 0.757], [-0.010, -3.375, -3.832], [0.317, -2.282, 3.388], [0.744, 1.418, 3.254], [0.042, -4.391, 2.695], [3.092, 1.485, 4.889], [5.694, 2.368, -1.932], [-1.809, 1.786, 6.409], [-4.893, -5.458, -0.337], [-1.005, 3.776, -2.427], [-1.446, -0.594, 1.318], [-0.768, 0.820, -5.668], [0.233, -0.426, -0.411], [-6.698, 3.559, 3.323], [4.635, -1.491, -1.744], [0.589, -2.387, 4.355], [2.057, -2.421, 4.325], [1.846, 1.182, -6.031], [-2.839, 4.289, -2.450], [-1.277, 4.983, -0.044], [1.952, -0.731, -1.589], [-0.112, 0.536, -2.996], [1.437, -4.010, -5.995], [-3.735, 2.435, 5.829], [-0.160, -2.809, -7.912], [6.072, 3.341, -2.247], [-0.110, 0.019, 1.973], [0.291, -4.439, -8.421], [-2.236, 3.937, -1.613], [2.611, -1.004, 4.163], [0.579, -1.450, 4.731], [-5.636, 2.237, 5.467], [-2.357, -0.862, 1.200], [6.127, 1.657, -2.635], [4.011, 1.287, -0.043], [-3.432, 6.062, 1.341], [-2.154, 6.075, -1.093], [1.489, 4.253, -0.911], [2.349, 2.895, 1.547], [4.141, 2.196, -1.750], [-6.021, 2.890, 2.793], [0.104, -0.453, -5.062], [-1.321, -4.051, -7.818], [2.299, -2.759, 5.333], [1.359, -2.338, -3.558], [1.722, -4.284, -4.559], [3.688, -0.948, 4.316], [-0.840, 1.892, 2.508], [-4.010, -3.242, -0.344], [1.238, 1.497, -5.184], [-3.845, -3.722, 1.353]], "forces_ev_per_angstrom": [[0.2125, -0.0183, -0.0335], [0.2693, -1.3291, 0.5678], [0.4158, -0.0999, 0.1313], [0.1124, 0.2733, -0.0491], [-0.0726, -0.6967, -0.2386], [-0.7161, 0.2044, 0.4637], [0.4006, 0.1173, 0.3479], [2.3726, -0.7107, 0.0453], [0.1417, -0.1624, 0.0881], [0.5301, 1.3941, -1.8481], [-0.2668, -0.9137, -0.3864], [0.2558, -0.1597, -0.2298], [0.0416, -0.2384, -0.0619], [-0.0973, 0.2082, 0.3033], [-1.2350, -0.5951, 1.6190], [1.7368, 1.2752, 0.1001], [-0.2067, 0.5931, 0.2724], [0.2763, -0.4709, -0.1212], [0.7062, -0.0468, -0.0952], [0.0043, -0.7236, -1.0365], [0.1877, 1.9414, -1.3398], [-0.5518, -1.1147, 1.1500], [0.3761, 1.5615, 1.8022], [-0.5061, 1.4655, 0.8709], [0.1677, 0.1939, 0.1319], [2.1591, -0.4799, -1.8720], [-0.1712, 0.2305, 0.1630], [0.4302, 0.2325, -0.2298], [0.8778, 0.1187, -0.0373], [-0.6724, 0.1342, 0.7086], [0.1127, 0.1247, 0.0756], [-1.5188, -0.7890, -0.2679], [0.3275, 0.0347, -0.3573], [0.5086, 0.3164, -0.7428], [-0.3689, 0.5743, 0.0340], [-0.4761, -0.1596, -0.1165], [-0.1079, 1.3011, 1.2681], [-0.0305, 0.6054, -0.3110], [-0.1321, 0.3189, 0.5064], [-0.9208, -0.3990, 0.1581], [0.8488, -0.3439, -0.0391], [0.7960, -0.1706, 0.2545], [-0.4767, 0.1706, -0.1260], [0.0840, -0.2461, 0.1028], [0.2779, 0.0800, -0.2052], [0.2870, 0.0005, -0.5422], [1.2515, -0.4578, -0.6954], [-0.1332, 0.1756, 0.0118], [0.3018, -0.2485, -0.1707], [-0.1295, -1.1490, -2.0576], [-0.4791, -0.2608, -0.1097], [0.0609, 0.7337, 0.8243], [0.3594, 0.0483, -0.1854], [0.3510, 0.4573, -0.5614], [0.1605, -0.4704, 0.0436], [-1.3831, -1.5002, -0.3975], [0.1044, 0.6816, 0.3952], [-1.7276, 0.7457, -1.1399], [-0.0680, -0.2283, -0.2987], [-0.7666, 0.1738, 0.8339], [0.6251, -0.3862, 0.1673], [-0.6883, -0.8815, 0.3803], [-0.5007, 1.6119, -0.0001], [-0.0661, -0.9059, -0.4498], [0.1630, -0.0057, -0.3390], [-0.2056, 0.0490, -0.1311], [0.9850, -0.5741, -1.9178], [1.6233, 1.5330, 0.1552], [0.7590, -0.9828, 0.6137], [0.2776, -0.1223, 0.1956], [1.6235, -0.1179, 0.1851], [-1.4783, 2.1171, 0.0369], [0.1002, -0.6849, -2.3477], [-0.2915, -0.2881, -0.2074], [0.2215, 0.5821, 0.0000], [0.3188, -0.3432, 0.5773], [-0.1129, -0.7603, -0.2454], [-0.1346, -0.5231, -0.6950], [0.5176, 0.0151, 0.3675], [0.6253, 0.1664, 0.3986], [-0.4637, 0.1302, 0.6944], [-0.4779, 0.2275, -0.3609], [-0.0522, 0.0083, 0.1424], [-0.0699, 0.0854, 0.4913], [0.0709, -0.0248, -0.2274], [-1.0693, -1.1135, 0.3545], [-0.4039, -0.0007, 0.4620], [-0.1748, -0.1508, 0.9896], [-1.4805, -2.3132, 3.5053], [-0.0774, -0.0116, 0.5123], [-0.1733, 0.3817, 0.0444], [1.0121, -0.8575, -0.7198], [-0.5374, -0.0555, -0.2872], [0.4094, 0.1304, -0.2833], [0.7032, 0.5502, -0.0188], [-0.9264, -0.7612, 0.8319], [-0.2070, 0.0245, -0.0441], [-1.5143, -0.7552, 0.2032], [0.3483, 0.0079, 0.2884], [-0.2987, -0.7769, 0.1046], [0.5118, -0.3635, 0.9024], [0.1345, -0.3266, -1.6864], [0.8444, -2.4060, -0.3155], [0.6043, 0.3372, 0.7065], [-0.6567, 0.1879, 0.1135], [0.5935, 0.9936, -0.4060], [0.0589, 0.0757, -0.3536], [0.3489, 2.4131, -0.8576], [-0.5887, 0.1809, 0.3135], [-1.9705, 0.1900, 0.4823], [-0.5490, 0.0170, -0.5469], [-1.0235, 0.4098, -0.2463], [-0.0270, -0.2650, 0.2632], [0.1853, 0.0075, 0.0429], [1.6183, -0.1952, -0.5935], [0.3262, -0.0801, -0.6170], [-0.5457, -0.1073, -0.4317], [-0.0404, 0.1974, -0.2895], [0.8148, 2.6722, -1.1030], [-0.7209, 0.5731, 1.0800], [0.3865, -0.2184, 1.0681], [0.0258, -0.3551, 0.2112], [0.6086, 0.1282, 0.0785], [0.3393, 0.2459, -0.5109], [-2.7826, -0.0618, 0.9154], [0.1390, -0.1136, 0.4721], [0.3463, 0.3607, -0.5171], [-0.5347, 0.2354, 0.2835], [-1.0128, -0.8125, 0.6245], [-0.7050, -0.4475, 0.1200]], "charge": 1, "total_energy_ev": -64441.060, "spin_multiplicity": 2}